1.
A structure of composition C26H33MoN4O8P2S, computed with ωB97M-V with the def2-TZVPD basis set.

Geometry as ORCA input:
```
! RIJCOSX wB97M-V def2-TZVPD def2/J DEFGRID3
* xyz 1 1
Mo 1.27 -1.01 0.35
N 4.67 -2.77 2.59
C 3.60 -2.06 2.20
S 3.61 -1.46 0.54
N 2.64 -1.78 3.02
N 1.79 -0.84 2.47
C 1.50 0.14 3.26
C 0.98 1.40 2.84
C 0.57 2.37 3.77
C 0.25 3.64 3.34
C 0.39 3.99 2.00
C 0.82 3.06 1.07
C 1.08 1.76 1.49
O 1.43 0.82 0.60
H 5.06 -3.39 1.90
H 4.60 -3.16 3.52
H 1.83 0.02 4.29
H 0.51 2.10 4.81
H -0.08 4.38 4.06
H 0.17 5.00 1.68
H 0.95 3.32 0.02
O 1.84 -3.17 -3.36
P 1.11 -3.15 -1.96
O -0.33 -3.41 -1.95
O 1.56 -1.74 -1.39
O 1.97 -4.16 -1.07
P 1.77 -4.28 0.53
O 0.57 -5.29 0.72
O 3.01 -4.68 1.18
O 1.09 -2.93 0.90
H 1.35 -3.67 -4.02
H 0.87 -6.18 0.96
C -3.11 1.86 3.08
C -2.30 0.80 2.41
C -1.87 -0.32 3.22
C -1.17 -1.36 2.72
C -0.80 -2.57 3.50
C -0.86 -1.30 1.31
C -1.20 -0.16 0.49
C -1.97 0.90 1.10
N -0.56 -0.29 -0.66
C -0.68 0.53 -1.90
C -1.25 -0.43 -2.96
C -1.40 0.28 -4.30
C -0.03 0.78 -4.76
C 0.53 1.76 -3.73
C -0.43 2.95 -3.59
C -1.79 2.44 -3.12
C -2.36 1.46 -4.16
C -1.64 1.73 -1.77
C 0.68 1.06 -2.38
H -2.66 2.15 4.04
H -4.11 1.47 3.31
H -3.21 2.75 2.46
H -2.19 -0.34 4.26
H -1.18 -2.51 4.52
H 0.28 -2.72 3.53
H -1.22 -3.46 3.02
H -0.92 -2.24 0.77
H -2.27 1.77 0.55
H -2.22 -0.81 -2.61
H -0.60 -1.30 -3.05
H -1.80 -0.43 -5.03
H -0.11 1.26 -5.74
H 0.66 -0.07 -4.88
H 1.51 2.11 -4.05
H -0.53 3.47 -4.54
H -0.03 3.67 -2.87
H -2.48 3.28 -2.99
H -2.48 1.97 -5.12
H -3.34 1.11 -3.85
H -2.62 1.38 -1.45
H -1.26 2.44 -1.04
H 1.08 1.78 -1.65
H 1.40 0.25 -2.48
*
```

The energy above the lowest of the compared OMol25 structures with the same formula, charge and spin comes out at 86.6 kJ/mol. The strongest force on any atom is 0.0047 Eh/bohr. The HOMO-LUMO gap comes out at 6.4 eV.


2.
A cluster of 4 separate species, C21H36F9NO10P in total in a non-equilibrium geometry, computed with ωB97M-V with the def2-TZVPD basis set.

Geometry as ORCA input:
```
! RIJCOSX wB97M-V def2-TZVPD def2/J DEFGRID3
* xyz -1 1
C -4.06 4.14 -1.92
O -3.37 2.91 -2.03
C -3.92 2.03 -3.01
C -4.52 0.76 -2.40
C -3.48 -0.31 -1.99
C -3.45 -0.61 -0.48
C -2.94 -2.03 -0.19
C -1.40 -2.13 -0.32
C -0.68 -2.86 0.82
C 0.69 -3.37 0.33
N 0.50 -4.45 -0.63
P 1.72 -4.71 -1.63
O 2.95 -5.39 -1.14
O 2.16 -3.32 -2.41
O 1.11 -5.58 -2.87
H -3.34 4.95 -1.73
H -4.78 4.12 -1.10
H -4.60 4.40 -2.83
H -3.10 1.76 -3.69
H -4.68 2.51 -3.62
H -5.16 0.34 -3.19
H -5.13 1.04 -1.54
H -3.77 -1.25 -2.47
H -2.48 -0.06 -2.37
H -2.80 0.11 0.03
H -4.48 -0.52 -0.11
H -3.40 -2.74 -0.89
H -3.25 -2.34 0.81
H -1.15 -2.60 -1.28
H -1.00 -1.10 -0.35
H -1.27 -3.71 1.18
H -0.49 -2.15 1.64
H 1.28 -3.69 1.20
H 1.19 -2.47 -0.09
H 1.66 -2.58 -2.05
H 0.58 -4.97 -3.39
C -2.37 7.34 3.45
C -2.38 5.96 2.82
O -3.59 5.25 3.19
C -4.66 5.53 2.46
O -4.72 6.33 1.57
C -5.84 4.64 2.89
F -5.93 4.56 4.22
F -5.68 3.41 2.41
F -6.98 5.12 2.43
H -2.49 7.27 4.53
H -1.42 7.84 3.23
H -3.18 7.96 3.06
H -1.57 5.36 3.21
H -2.29 6.00 1.74
C 0.65 1.34 -1.31
C 1.39 1.16 -0.01
O 1.73 2.44 0.58
C 0.78 3.02 1.28
O -0.33 2.62 1.47
C 1.30 4.33 1.89
F 2.01 5.05 1.02
F 2.08 4.07 2.95
F 0.28 5.08 2.31
H 1.23 1.96 -2.00
H 0.47 0.37 -1.78
H -0.31 1.83 -1.16
H 2.34 0.66 -0.17
H 0.82 0.57 0.70
C 6.53 -4.98 -1.64
C 6.30 -5.48 -0.23
O 7.37 -6.37 0.18
C 8.47 -5.81 0.64
O 8.70 -4.64 0.77
C 9.46 -6.91 1.07
F 9.54 -7.89 0.17
F 9.08 -7.44 2.24
F 10.68 -6.40 1.23
H 6.64 -5.82 -2.33
H 5.67 -4.38 -1.95
H 7.43 -4.37 -1.71
H 5.38 -6.06 -0.19
H 6.21 -4.66 0.47
*
```

The strongest force on any atom is 0.0341 Eh/bohr. The HOMO-LUMO gap comes out at 6.1 eV.


3.
A structure of composition C27H48MnOP2 in a non-equilibrium geometry, computed with ωB97M-V with the def2-TZVPD basis set.

Geometry as ORCA input:
```
! RIJCOSX wB97M-V def2-TZVPD def2/J DEFGRID3
* xyz 0 6
P 0.61 1.02 1.95
P -0.87 0.52 -1.12
C -0.21 2.33 0.98
C -1.29 1.89 0.00
H 0.57 2.94 0.49
H -0.66 2.96 1.75
H -2.23 1.66 0.52
H -1.49 2.71 -0.69
C 0.04 1.22 -2.51
H 0.28 0.39 -3.20
H 0.99 1.68 -2.18
H -0.57 1.96 -3.02
C -2.38 -0.25 -1.65
H -2.95 0.45 -2.27
H -2.98 -0.56 -0.78
H -2.12 -1.14 -2.24
C 2.17 1.65 2.53
H 2.69 0.85 3.07
H 1.99 2.50 3.20
H 2.79 1.97 1.68
C -0.50 0.64 3.33
H -1.49 0.31 2.97
H -0.60 1.53 3.95
H -0.06 -0.18 3.91
Mn 0.56 -0.61 0.30
C -2.79 4.54 -0.27
C -1.73 4.84 -1.03
C -0.93 6.12 -0.87
C -0.63 6.52 0.60
C -0.43 5.37 1.55
C -1.39 4.86 2.33
C -2.86 5.23 2.22
C -3.38 5.46 0.77
C 1.67 -1.72 1.71
H -3.41 3.66 -0.47
H -1.49 4.29 -1.94
H -1.44 6.96 -1.36
H 0.03 5.99 -1.40
H 0.30 7.11 0.58
H -1.41 7.21 0.95
H 0.61 5.06 1.66
H -1.15 4.28 3.22
H -3.09 6.12 2.82
H -3.44 4.41 2.67
H -4.47 5.27 0.81
H -3.26 6.52 0.51
H 1.26 -2.75 1.67
H 1.70 -1.37 2.75
H 2.68 -1.73 1.28
C -2.26 -5.31 -0.60
C -1.20 -4.44 0.09
C -1.21 -4.74 1.59
C 0.18 -4.71 -0.51
C 0.67 -6.01 -0.50
C 1.91 -6.33 -1.04
C 2.69 -5.33 -1.61
C 2.25 -4.01 -1.64
C 3.16 -2.95 -2.27
C 4.48 -2.81 -1.49
C 3.47 -3.31 -3.73
C 1.00 -3.65 -1.04
O 0.66 -2.41 -0.91
H -2.07 -6.38 -0.43
H -2.26 -5.12 -1.68
H -3.26 -5.07 -0.21
H -1.44 -3.39 -0.07
H -1.04 -5.80 1.78
H -0.44 -4.17 2.11
H -2.19 -4.47 2.02
H 0.04 -6.79 -0.06
H 2.27 -7.36 -1.02
H 3.65 -5.57 -2.06
H 2.64 -1.99 -2.25
H 5.07 -3.73 -1.57
H 5.07 -1.98 -1.90
H 4.28 -2.61 -0.43
H 2.54 -3.43 -4.29
H 4.06 -2.52 -4.21
H 4.03 -4.25 -3.79
*
```

The energy above the lowest of the compared OMol25 structures with the same formula, charge and spin comes out at 0.0 kJ/mol. The strongest force on any atom is 0.0860 Eh/bohr. The HOMO-LUMO gap (spin up / spin down) comes out at 5.2 / 6.0 eV.


4.
A cluster of 2 separate species, C11H7N3O2 in total in a non-equilibrium geometry, computed with ωB97M-V with the def2-TZVPD basis set.

Geometry as ORCA input:
```
! RIJCOSX wB97M-V def2-TZVPD def2/J DEFGRID3
* xyz 0 1
C -3.06 1.77 0.37
C -2.89 0.80 1.50
C -2.29 1.67 -0.72
C -1.76 -0.03 1.43
C -0.30 0.80 -1.84
C 2.43 -2.23 -0.42
C -1.08 0.82 -0.82
C -0.80 0.01 0.38
C 0.32 -0.80 0.22
C 3.23 0.70 1.05
C 0.96 -0.59 -1.00
N 1.89 -2.42 0.76
N 0.75 -1.75 1.08
N 2.00 -1.34 -1.37
O 3.46 0.42 -0.02
O 2.94 0.99 2.11
H -3.97 2.35 0.44
H -3.69 0.47 2.09
H -2.47 2.27 -1.65
H -1.45 -0.82 2.16
H -0.01 0.91 -2.88
H 3.43 -2.69 -0.49
H 2.38 -1.32 -2.37
*
```

The energy above the lowest of the compared OMol25 structures with the same formula, charge and spin comes out at 412.0 kJ/mol. The strongest force on any atom is 0.1334 Eh/bohr. The HOMO-LUMO gap (spin up / spin down) comes out at 5.5 / 5.5 eV.


5.
A cluster of 2 separate species, C19H25Cl4N3O2 in total in a non-equilibrium geometry, computed with ωB97M-V with the def2-TZVPD basis set.

Geometry as ORCA input:
```
! RIJCOSX wB97M-V def2-TZVPD def2/J DEFGRID3
* xyz 0 1
Cl 2.87 -1.20 2.01
C 1.36 -0.43 2.28
C 1.27 0.92 2.38
Cl 2.66 1.92 2.29
C -0.03 1.63 2.49
O -0.11 2.86 2.51
C -1.24 0.76 2.51
Cl -2.74 1.56 2.63
C -1.15 -0.60 2.36
Cl -2.54 -1.58 2.15
C 0.16 -1.32 2.36
O 0.25 -2.53 2.60
C 2.88 -4.29 0.67
C 2.36 -4.47 -0.74
C 3.33 -5.23 -1.63
N 2.15 -3.19 -1.42
N 3.01 -2.81 -2.35
N 2.56 -1.58 -2.77
C 3.55 -0.86 -3.59
C 3.85 -1.76 -4.78
C 4.81 -0.64 -2.76
C 1.46 -1.19 -2.09
C 0.73 0.11 -2.42
C -0.63 0.16 -1.73
C 0.48 0.16 -3.94
C 1.59 1.29 -1.93
C 1.15 -2.23 -1.17
C 0.25 -2.43 -0.14
H 3.09 -5.27 1.10
H 3.82 -3.71 0.64
H 2.16 -3.78 1.31
H 1.39 -4.98 -0.69
H 3.58 -6.19 -1.18
H 2.88 -5.42 -2.61
H 4.24 -4.64 -1.77
H 3.13 0.09 -3.90
H 4.65 -1.33 -5.39
H 4.16 -2.74 -4.40
H 2.97 -1.87 -5.41
H 5.59 -0.19 -3.38
H 4.61 0.03 -1.92
H 5.16 -1.61 -2.39
H -0.52 0.23 -0.64
H -1.21 1.04 -2.05
H -1.22 -0.73 -1.98
H 1.41 0.12 -4.52
H -0.14 -0.70 -4.23
H -0.05 1.08 -4.23
H 2.58 1.31 -2.41
H 1.09 2.25 -2.13
H 1.75 1.20 -0.84
H -0.59 -1.75 -0.06
H 0.33 -3.36 0.41
*
```

The energy above the lowest of the compared OMol25 structures with the same formula, charge and spin comes out at 3.0 kJ/mol. The strongest force on any atom is 0.0628 Eh/bohr. The HOMO-LUMO gap comes out at 4.2 eV.


6.
A cluster of 2 separate species, C8H12F7NO4P in total in a non-equilibrium geometry, computed with ωB97M-V with the def2-TZVPD basis set.

Geometry as ORCA input:
```
! RIJCOSX wB97M-V def2-TZVPD def2/J DEFGRID3
* xyz -1 1
C -0.50 -2.20 0.62
C 0.48 -1.51 0.44
C 1.54 -0.48 0.25
O 2.76 -1.11 -0.19
C 2.70 -1.51 -1.54
C 1.09 0.75 -0.58
C 0.65 1.85 0.46
O 0.02 2.95 -0.18
O -1.36 2.80 0.02
N 0.01 0.57 -1.53
C 0.34 0.54 -2.93
C 0.95 1.87 -3.46
O 2.06 1.89 -3.89
F 0.19 2.98 -3.39
H -1.33 -2.76 1.03
H 1.80 -0.11 1.26
H 2.84 -0.63 -2.21
H 1.76 -2.02 -1.82
H 3.55 -2.19 -1.77
H 2.00 1.17 -1.06
H 1.48 2.16 1.12
H -0.10 1.36 1.11
H -1.70 2.48 -0.83
H -0.72 -0.07 -1.25
H -0.62 0.43 -3.49
H 0.98 -0.29 -3.28
F -4.19 -0.27 3.41
P -2.98 -1.27 3.87
F -2.22 -0.31 2.78
F -1.79 -0.83 4.89
F -3.74 -1.30 5.32
F -1.94 -2.44 3.37
F -4.00 -2.48 3.45
*
```

The strongest force on any atom is 0.0319 Eh/bohr. The HOMO-LUMO gap comes out at 9.7 eV.